# 1
{"formula": "C34H27BrF4N2O", "method": "ωB97M-V/def2-TZVPD", "species": ["O", "C", "Br", "C", "C", "C", "C", "C", "C", "N", "C", "C", "N", "C", "H", "H", "H", "H", "H", "H", "H", "F", "C", "C", "C", "C", "C", "C", "H", "H", "H", "H", "H", "F", "C", "C", "C", "C", "C", "C", "H", "H", "H", "H", "H", "F", "C", "C", "C", "C", "C", "C", "H", "H", "H", "H", "H", "F", "C", "C", "C", "C", "C", "C", "H", "H", "H", "H", "H"], "coordinates": [[-4.590, -3.338, 3.325], [-3.484, -3.157, 3.719], [-3.078, -1.757, 5.069], [-2.235, -3.946, 3.248], [-1.218, -2.922, 2.728], [-0.133, -2.602, 3.464], [0.778, -1.614, 2.964], [0.527, -1.033, 1.773], [-0.605, -1.356, 0.974], [-0.747, -0.718, -0.222], [-1.847, -1.087, -0.827], [-2.786, -2.032, -0.326], [-2.630, -2.674, 0.802], [-1.499, -2.315, 1.468], [-1.831, -4.502, 4.102], [-2.511, -4.659, 2.465], [0.046, -3.086, 4.423], [1.645, -1.332, 3.555], [1.218, -0.283, 1.390], [-2.069, -0.618, -1.800], [-3.679, -2.244, -0.917], [-1.420, 0.730, -3.431], [-1.038, 0.032, -4.522], [-0.496, 0.712, -5.595], [-0.098, -0.002, -6.715], [-0.255, -1.381, -6.754], [-0.806, -2.049, -5.668], [-1.196, -1.340, -4.541], [-0.388, 1.788, -5.549], [0.335, 0.518, -7.559], [0.053, -1.936, -7.631], [-0.933, -3.123, -5.699], [-1.619, -1.846, -3.683], [3.044, 0.937, -7.915], [2.777, 2.254, -7.992], [1.900, 2.709, -8.958], [1.622, 4.067, -9.033], [2.230, 4.951, -8.152], [3.112, 4.478, -7.191], [3.385, 3.120, -7.105], [1.441, 2.006, -9.641], [0.931, 4.435, -9.781], [2.015, 6.010, -8.216], [3.589, 5.167, -6.506], [4.063, 2.732, -6.356], [3.563, -0.504, 2.119], [4.420, 0.358, 1.536], [4.962, 0.038, 0.307], [5.840, 0.928, -0.295], [6.170, 2.117, 0.342], [5.618, 2.420, 1.580], [4.732, 1.538, 2.180], [4.698, -0.898, -0.169], [6.267, 0.693, -1.261], [6.858, 2.808, -0.127], [5.878, 3.345, 2.078], [4.285, 1.760, 3.141], [-2.792, 0.561, 7.401], [-3.681, 0.184, 8.342], [-4.715, -0.661, 7.993], [-5.626, -1.051, 8.965], [-5.497, -0.584, 10.266], [-4.453, 0.269, 10.599], [-3.534, 0.653, 9.633], [-4.804, -1.007, 6.972], [-6.437, -1.719, 8.706], [-6.211, -0.886, 11.022], [-4.354, 0.636, 11.612], [-2.708, 1.311, 9.875]], "atomic_forces_ev_per_a": [[0.869, 0.437, 0.673], [-0.502, -1.117, -0.864], [-0.069, -0.348, -0.385], [0.148, 1.004, 0.210], [-1.018, -1.308, 0.158], [0.927, 0.636, -0.183], [-0.407, -0.732, 0.884], [0.493, 0.750, -0.656], [1.026, 0.332, 0.527], [-0.934, -0.813, 0.338], [-0.380, 0.575, -1.104], [-0.078, -0.125, -0.081], [0.312, 0.489, -0.370], [0.030, -0.179, 0.381], [-0.039, 0.275, -0.091], [-0.291, 0.298, 0.195], [-0.044, 0.136, -0.191], [-0.135, -0.059, -0.192], [-0.245, -0.153, -0.037], [0.161, -0.226, 0.624], [0.177, 0.016, 0.133], [0.000, 0.004, -0.096], [0.130, -0.159, -0.300], [0.039, 0.287, 0.005], [-0.078, -0.152, 0.083], [0.027, -0.043, -0.084], [0.050, 0.146, -0.062], [-0.113, -0.070, 0.199], [0.004, -0.015, 0.033], [-0.008, 0.024, 0.032], [-0.001, 0.008, 0.021], [0.003, 0.014, 0.034], [0.004, 0.001, -0.015], [0.005, -0.041, -0.009], [-0.075, 0.386, -0.023], [-0.125, -0.194, -0.146], [0.109, 0.014, 0.135], [-0.028, 0.100, -0.015], [-0.105, -0.052, -0.124], [0.170, -0.100, 0.188], [0.025, -0.013, 0.016], [0.014, -0.034, -0.007], [0.007, -0.021, 0.005], [-0.005, -0.033, 0.012], [-0.006, -0.030, -0.029], [0.045, -0.015, 0.039], [0.265, 0.257, -0.174], [-0.073, -0.240, -0.130], [-0.019, 0.110, 0.161], [0.057, 0.048, -0.051], [0.006, -0.110, -0.134], [-0.109, 0.049, 0.241], [-0.032, 0.012, 0.027], [-0.014, -0.029, 0.018], [-0.014, -0.010, 0.014], [-0.032, -0.014, 0.008], [-0.002, -0.037, -0.008], [0.042, 0.016, -0.035], [-0.270, -0.112, 0.294], [-0.104, -0.078, -0.238], [0.122, 0.139, 0.152], [-0.069, -0.044, 0.057], [-0.071, -0.095, -0.125], [0.198, 0.158, 0.061], [-0.017, 0.047, 0.101], [0.015, 0.020, -0.034], [0.018, 0.011, -0.009], [0.028, -0.001, -0.019], [-0.008, 0.002, -0.039]], "nbo_charge": [-0.49, 0.57, -0.08, -0.53, -0.04, -0.17, -0.20, -0.18, 0.09, -0.34, 0.00, 0.01, -0.38, 0.16, 0.24, 0.26, 0.22, 0.23, 0.23, 0.21, 0.20, -0.34, 0.47, -0.31, -0.19, -0.23, -0.18, -0.32, 0.23, 0.22, 0.22, 0.22, 0.22, -0.32, 0.40, -0.29, -0.19, -0.23, -0.19, -0.28, 0.23, 0.22, 0.22, 0.22, 0.23, -0.33, 0.40, -0.28, -0.19, -0.23, -0.19, -0.29, 0.23, 0.22, 0.22, 0.22, 0.23, -0.33, 0.40, -0.29, -0.19, -0.23, -0.19, -0.29, 0.24, 0.22, 0.21, 0.22, 0.23], "orbital_gap_ev": 8.809}

---

# 2
{"formula": "C34H28AsCrN2O5S3Se", "method": "ωB97M-V/def2-TZVPD", "species": ["Cr", "C", "C", "N", "N", "C", "S", "S", "C", "C", "C", "C", "C", "C", "C", "C", "C", "C", "C", "C", "C", "O", "H", "H", "H", "H", "H", "H", "H", "H", "H", "H", "H", "H", "H", "H", "S", "C", "C", "C", "C", "C", "C", "As", "C", "C", "C", "C", "C", "C", "C", "C", "C", "C", "C", "C", "H", "H", "H", "H", "H", "H", "H", "H", "H", "H", "H", "H", "H", "H", "O", "Se", "O", "O", "O"], "coordinates": [[0.509, 0.253, 0.647], [3.047, 2.766, 3.000], [1.805, 2.302, 2.280], [1.936, 1.444, 1.293], [3.209, 1.179, 0.926], [3.388, 0.280, 0.016], [2.187, -0.653, -0.742], [5.087, 0.046, -0.433], [5.787, -0.287, 1.249], [5.273, -1.589, 1.759], [4.150, -1.646, 2.575], [3.641, -2.865, 2.987], [4.257, -4.041, 2.601], [5.385, -3.995, 1.797], [5.886, -2.777, 1.375], [0.532, 2.838, 2.672], [0.482, 4.057, 3.369], [-0.700, 4.635, 3.771], [-1.908, 3.993, 3.501], [-1.910, 2.800, 2.825], [-0.716, 2.184, 2.381], [-0.796, 1.067, 1.765], [3.768, 1.950, 3.017], [2.809, 3.054, 4.020], [3.495, 3.609, 2.473], [5.512, 0.559, 1.877], [6.864, -0.309, 1.087], [3.647, -0.739, 2.876], [2.743, -2.889, 3.587], [3.846, -4.991, 2.911], [5.869, -4.914, 1.486], [6.761, -2.736, 0.736], [1.403, 4.586, 3.567], [-0.691, 5.589, 4.285], [-2.845, 4.440, 3.812], [-2.830, 2.279, 2.588], [0.190, 2.167, -0.908], [-1.110, 2.273, -2.074], [-1.489, 3.553, -2.503], [-2.521, 3.725, -3.401], [-3.209, 2.624, -3.893], [-2.828, 1.354, -3.492], [-1.775, 1.158, -2.609], [-1.253, -0.637, -1.980], [-1.839, -1.580, -3.662], [-0.949, -1.471, -4.734], [-1.124, -2.195, -5.896], [-2.187, -3.081, -6.006], [-3.070, -3.214, -4.952], [-2.905, -2.465, -3.798], [-2.856, -0.875, -0.891], [-3.244, -2.159, -0.517], [-4.242, -2.359, 0.417], [-4.866, -1.272, 1.008], [-4.491, 0.009, 0.647], [-3.492, 0.205, -0.291], [-0.957, 4.402, -2.099], [-2.801, 4.723, -3.715], [-4.039, 2.756, -4.572], [-3.363, 0.487, -3.864], [-0.100, -0.800, -4.628], [-0.429, -2.084, -6.719], [-2.315, -3.671, -6.906], [-3.896, -3.912, -5.026], [-3.613, -2.574, -2.984], [-2.698, -3.007, -0.915], [-4.508, -3.363, 0.720], [-5.623, -1.427, 1.768], [-4.964, 0.861, 1.122], [-3.188, 1.218, -0.530], [1.168, -1.033, 2.151], [0.173, -2.219, 1.606], [-0.740, -2.785, 2.783], [-0.695, -1.389, 0.474], [0.966, -3.420, 0.936]], "atomic_forces_ev_per_a": [[-0.434, -0.153, -0.239], [-0.097, -0.151, -0.038], [0.834, -0.653, -0.818], [-0.535, 1.015, 1.234], [1.461, 0.195, 0.091], [-0.604, -0.005, 0.068], [0.484, -0.168, -0.404], [0.480, -0.128, 0.054], [-0.355, 0.263, -0.619], [0.076, -0.151, 0.246], [0.105, 0.111, 0.032], [-0.043, -0.101, 0.060], [-0.048, -0.045, 0.076], [0.120, -0.095, -0.064], [0.030, 0.035, 0.073], [-1.186, 0.111, 0.294], [0.068, -0.114, -0.094], [0.020, 0.344, 0.183], [0.035, -0.171, -0.136], [-0.168, -0.004, 0.035], [0.545, 0.336, 0.123], [-0.359, -0.169, 0.256], [0.000, 0.147, -0.052], [-0.045, 0.085, -0.003], [0.126, 0.015, 0.014], [0.073, -0.066, 0.017], [0.068, 0.030, 0.063], [-0.065, 0.089, -0.071], [-0.085, 0.001, -0.010], [-0.045, -0.070, -0.010], [0.003, -0.023, -0.015], [0.035, -0.026, -0.084], [0.066, 0.008, 0.035], [0.028, -0.011, -0.006], [-0.030, 0.007, 0.015], [-0.009, -0.015, 0.014], [0.116, 0.040, 0.008], [0.213, -0.370, 0.166], [-0.039, 0.002, -0.035], [-0.021, 0.077, -0.044], [-0.101, -0.029, -0.071], [-0.057, -0.081, -0.081], [0.069, 0.041, 0.037], [-0.600, 0.287, -1.207], [0.206, -0.115, 0.248], [0.093, 0.263, 0.309], [0.003, -0.003, -0.159], [0.017, -0.083, -0.139], [-0.168, -0.093, -0.103], [-0.009, 0.228, 0.343], [-0.245, -0.100, 0.086], [0.166, -0.042, -0.088], [-0.073, -0.148, 0.007], [-0.146, 0.007, 0.074], [-0.144, 0.021, 0.172], [0.137, 0.245, -0.250], [0.020, 0.086, 0.042], [-0.008, 0.051, 0.004], [-0.073, -0.007, -0.095], [-0.029, 0.040, -0.053], [-0.005, -0.058, -0.092], [0.061, 0.015, -0.005], [-0.009, -0.004, -0.024], [-0.037, 0.000, 0.008], [0.000, -0.018, -0.044], [-0.044, -0.053, 0.062], [0.029, -0.051, -0.002], [-0.011, 0.000, -0.014], [0.045, 0.016, -0.027], [0.004, -0.066, -0.001], [0.396, 1.706, -0.278], [-0.484, -2.490, 1.067], [-0.909, 0.014, 0.963], [0.166, 1.041, -0.239], [0.921, -0.846, -0.864]], "lowdin_charge": [0.38, -0.03, -0.22, -0.13, -0.08, -1.09, 0.65, 0.85, -0.41, -0.31, -0.04, -0.07, -0.09, -0.10, -0.07, -0.11, -0.06, -0.14, -0.11, -0.01, -0.35, -0.18, 0.06, 0.07, 0.09, 0.06, 0.06, 0.10, 0.11, 0.10, 0.09, 0.10, 0.09, 0.08, 0.09, 0.11, 0.67, -0.69, -0.15, -0.13, -0.13, -0.13, -0.41, 1.38, -0.36, -0.13, -0.11, -0.13, -0.11, -0.11, -0.37, -0.14, -0.09, -0.11, -0.10, -0.09, 0.08, 0.09, 0.08, 0.09, 0.10, 0.09, 0.09, 0.09, 0.08, 0.11, 0.10, 0.09, 0.09, 0.10, -0.49, 0.67, -0.47, -0.62, -0.46], "spin_multiplicity": 4, "charge": -2, "orbital_gap_ev": [6.350, 6.387]}

---

# 3
{"formula": "C34H28GeLiN2O5", "method": "ωB97M-V/def2-TZVPD", "species": ["Li", "N", "C", "C", "C", "C", "C", "N", "C", "H", "H", "H", "H", "O", "C", "C", "C", "C", "C", "C", "C", "O", "O", "H", "H", "H", "H", "H", "O", "C", "O", "C", "C", "Ge", "C", "C", "C", "C", "C", "C", "C", "C", "C", "C", "C", "C", "C", "C", "C", "C", "C", "C", "H", "H", "H", "H", "H", "H", "H", "H", "H", "H", "H", "H", "H", "H", "H", "H", "H", "H", "H"], "coordinates": [[-2.190, -1.646, -1.045], [0.676, -0.860, -7.374], [0.489, -0.414, -6.330], [0.284, 0.142, -5.019], [0.517, 1.493, -4.776], [0.336, 1.977, -3.495], [-0.064, 1.093, -2.502], [-0.305, -0.194, -2.733], [-0.139, -0.663, -3.962], [0.825, 2.141, -5.585], [0.503, 3.021, -3.266], [-0.203, 1.415, -1.474], [-0.366, -1.713, -4.119], [-6.461, -1.208, -4.905], [-5.465, -0.281, -4.935], [-5.324, 0.554, -6.044], [-4.291, 1.475, -6.118], [-3.375, 1.561, -5.081], [-3.518, 0.721, -3.984], [-4.557, -0.197, -3.875], [-4.674, -1.018, -2.584], [-5.794, -1.342, -2.197], [-3.557, -1.267, -2.024], [-6.975, -1.123, -5.713], [-6.039, 0.472, -6.860], [-4.208, 2.121, -6.985], [-2.558, 2.272, -5.128], [-2.819, 0.760, -3.160], [-0.969, -3.059, -0.593], [-0.194, -2.221, -0.055], [-0.491, -1.012, 0.133], [1.188, -2.699, 0.394], [2.155, -1.570, 0.758], [1.639, -0.412, 2.273], [-0.061, 0.460, 2.701], [-1.205, -0.289, 2.985], [-2.416, 0.334, 3.243], [-2.505, 1.721, 3.216], [-1.379, 2.477, 2.929], [-0.164, 1.848, 2.669], [2.112, -1.475, 3.885], [1.283, -1.584, 5.002], [1.669, -2.322, 6.117], [2.899, -2.962, 6.137], [3.746, -2.854, 5.041], [3.352, -2.119, 3.931], [3.007, 1.020, 2.307], [3.876, 1.257, 1.243], [4.867, 2.231, 1.324], [5.002, 2.989, 2.479], [4.144, 2.768, 3.550], [3.161, 1.793, 3.462], [1.579, -3.298, -0.432], [1.048, -3.381, 1.238], [2.313, -0.936, -0.117], [3.123, -1.985, 1.052], [-1.157, -1.373, 2.977], [-3.298, -0.262, 3.443], [-3.455, 2.208, 3.401], [-1.444, 3.558, 2.898], [0.708, 2.447, 2.433], [0.324, -1.079, 5.007], [1.007, -2.394, 6.972], [3.199, -3.540, 7.003], [4.714, -3.341, 5.053], [4.032, -2.032, 3.089], [3.783, 0.674, 0.333], [5.533, 2.398, 0.486], [5.774, 3.747, 2.545], [4.246, 3.356, 4.455], [2.501, 1.621, 4.308]], "atomic_forces_ev_per_a": [[0.383, 0.032, 0.120], [-0.026, 0.076, 0.117], [-0.008, -0.049, -0.047], [0.014, -0.016, 0.010], [-0.012, 0.005, -0.067], [0.021, 0.063, -0.003], [-0.020, -0.152, 0.093], [-0.036, -0.217, -0.146], [-0.080, 0.111, 0.069], [0.025, 0.011, -0.003], [-0.005, -0.031, -0.002], [-0.010, -0.018, -0.045], [0.035, 0.046, -0.006], [-0.012, -0.007, 0.110], [0.113, 0.032, -0.076], [-0.019, -0.004, 0.000], [-0.023, -0.001, 0.040], [0.027, 0.005, -0.005], [-0.060, 0.041, -0.054], [-0.010, 0.019, 0.104], [0.051, -0.216, -0.002], [0.120, 0.105, 0.000], [-0.409, 0.230, -0.242], [-0.026, 0.004, -0.082], [0.023, -0.006, 0.013], [0.008, -0.031, 0.003], [-0.033, -0.025, 0.030], [0.017, 0.006, 0.005], [0.337, 0.100, 0.159], [-0.141, 0.148, -0.016], [-0.081, -0.191, 0.048], [-0.014, 0.095, -0.007], [-0.569, 0.089, -0.059], [0.467, -0.082, 0.333], [-0.033, -0.145, -0.394], [0.013, 0.042, -0.001], [0.023, 0.008, 0.008], [0.039, -0.018, -0.014], [0.010, -0.024, 0.017], [-0.029, -0.034, 0.060], [-0.059, -0.004, -0.028], [0.063, 0.013, -0.036], [0.025, -0.001, -0.013], [-0.012, 0.018, -0.038], [-0.027, 0.020, -0.003], [-0.040, 0.017, 0.018], [-0.016, -0.011, 0.003], [-0.052, 0.012, 0.025], [-0.015, 0.019, 0.037], [-0.032, -0.048, -0.021], [-0.010, -0.004, -0.022], [0.035, -0.037, -0.036], [0.077, -0.057, 0.078], [-0.009, -0.024, -0.032], [-0.008, 0.002, 0.027], [0.021, 0.047, -0.022], [-0.020, 0.042, -0.015], [0.020, 0.006, -0.002], [0.017, -0.007, 0.005], [0.003, -0.011, -0.013], [-0.048, 0.012, 0.002], [-0.010, -0.019, 0.008], [0.001, 0.004, -0.023], [0.000, 0.016, -0.010], [-0.012, 0.005, -0.007], [-0.003, -0.031, 0.043], [0.029, 0.026, 0.024], [-0.014, -0.008, 0.008], [-0.011, -0.005, 0.000], [-0.006, -0.017, -0.011], [0.042, 0.022, -0.015]], "lowdin_charge": [0.65, 0.15, -0.18, -0.21, -0.03, -0.05, -0.12, 0.10, -0.07, 0.12, 0.10, 0.12, 0.13, 0.06, -0.26, -0.04, -0.11, -0.10, -0.03, -0.06, -0.63, 0.03, -0.16, 0.09, 0.10, 0.09, 0.09, 0.09, -0.10, -0.71, -0.10, -0.17, -0.26, 1.05, -0.28, -0.12, -0.08, -0.10, -0.09, -0.11, -0.25, -0.10, -0.10, -0.11, -0.10, -0.11, -0.27, -0.10, -0.10, -0.11, -0.10, -0.12, 0.11, 0.11, 0.06, 0.06, 0.11, 0.10, 0.10, 0.10, 0.09, 0.09, 0.10, 0.09, 0.10, 0.09, 0.09, 0.10, 0.09, 0.10, 0.10], "charge": -1, "orbital_gap_ev": 7.955}

---

Here are the calculated relative energy (zero: lowest compared OMol25 entry of this formula, charge and spin) numbers, same order: 0.0000 0.1916 0.7540 (eV).